Entry 1:
C4H6AlO2 | ωB97M-V with the def2-TZVPD basis set

Computed properties:
spin multiplicity: 2
net charge: 0
Kohn-Sham gap (spin up / spin down): 0.2855 / 0.2720 Ha

Positions of all 13 atoms, in Å:
Al  -1.30079  1.64126  0.69528
O  -0.97042  2.64858  -0.84918
O  0.75423  -2.95958  -1.05836
C  -0.01941  1.65391  -1.16444
C  0.01417  -0.76086  -0.33207
C  0.96819  -1.65044  -0.66359
C  0.18918  0.65795  -0.00787
H  -0.92386  -1.26518  -0.01351
H  -0.33745  1.09147  -2.07088
H  2.02464  -1.38745  -0.73545
H  -0.17999  -3.17806  -0.97057
H  0.94900  2.13176  -1.43611
H  1.12789  0.83897  0.54436

Cartesian forces (eV/Å) of the 6 atoms listed first:
Al -0.7 1.9 -0.8
O -0.6 -1.1 2.1
O 0.3 0.8 0.7
C 1.0 0.1 -2.0
C -0.1 -2.3 0.9
C -0.3 0.2 -0.6

Entry 2:
C4H6BBrClO6PZn | ωB97M-V with the def2-TZVPD basis set

Computed properties:
spin multiplicity: 1
net charge: +2
Kohn-Sham gap: 0.0973 Ha

Positions of all 21 atoms, in Å:
Br  2.00923  1.82634  -1.86932
Zn  -2.92347  1.61709  -2.07153
Cl  4.52795  -0.69277  -0.07961
P  2.53964  -1.10953  -0.61390
O  -2.43118  -1.38743  -1.36687
O  2.00841  -2.25150  0.54299
O  1.77116  0.50868  3.03232
O  -3.29210  -0.17279  0.63393
O  2.41580  1.14738  0.75781
O  0.25531  1.41590  1.34040
C  1.61714  0.58625  -0.34716
C  -1.14283  0.84035  -0.74020
C  1.52681  0.96066  1.90461
C  0.10755  0.50503  0.22053
B  -2.34331  -0.27187  -0.44215
H  -1.59939  1.87352  -0.43747
H  -0.89676  0.88143  -1.86287
H  0.06822  -0.51838  0.73869
H  1.39926  -2.85508  0.05053
H  -2.59533  -2.18929  -0.80959
H  -3.02211  -0.71401  1.41884

Cartesian forces (eV/Å) of the 6 atoms listed first:
Br -0.5 -1.4 1.0
Zn -0.3 0.0 -0.1
Cl -2.4 -0.6 -0.6
P 1.6 -1.8 1.3
O 1.2 1.8 2.7
O 0.3 2.0 -2.2

Entry 3:
C4H6BCdNO4 | ωB97M-V with the def2-TZVPD basis set

Computed properties:
spin multiplicity: 1
net charge: +2
Kohn-Sham gap: 0.1635 Ha

Positions of all 17 atoms, in Å:
Cd  -1.57941  1.81917  2.38074
O  -0.49964  1.22088  0.30218
O  -2.70566  0.41174  -0.62792
O  2.78757  1.15510  -0.34029
O  -2.21176  0.25075  1.63368
N  -3.94651  -1.87518  -0.31449
C  -3.49698  -0.75869  -0.38350
C  -1.79392  0.63601  0.43216
C  1.98532  -1.36997  0.10116
C  0.24671  0.71621  -0.87401
B  1.72288  0.16980  -0.34319
H  0.49490  1.60118  -1.58114
H  1.62553  -2.03517  -0.76347
H  -0.32059  -0.05060  -1.50555
H  1.35460  -1.59719  1.03019
H  3.13333  1.18027  0.58352
H  3.11129  -1.48924  0.25359

Cartesian forces (eV/Å) of the 6 atoms listed first:
Cd 2.0 5.2 4.4
O -5.6 -2.2 0.3
O 2.0 -1.6 2.8
O -3.0 -1.4 1.4
O 0.1 -1.9 -5.2
N 2.0 5.6 -0.2